This record from the OMol25 dataset describes the molecule C5H5N. The level of theory is ωB97M-V/def2-TZVPD.

## Properties
HOMO: -9.5 eV
E: -6751.1745 eV
LUMO: 0.98 eV
ΔE to the lowest compared entry with this formula, charge and spin: 4.733 eV
SMILES: C#CC[C@@H]1C=N1

Last column: Mulliken charge in e.
CARTESIAN COORDINATES (ANGSTROEM)
N1 -0.9508 -1.5514 1.2890  -0.56
C1 1.3561 1.0420 -1.3917  -0.17
C2 0.1761 -1.6092 0.7850  -0.13
C3 -0.8762 0.6182 -0.1671  -0.39
C4 -0.4221 -0.2436 1.0215  0.13
C5 0.3218 1.1980 -0.8337  -0.37
H1 -1.2813 -0.0011 -0.9905  0.24
H2 1.0774 -2.1282 0.4252  0.28
H3 -1.6897 1.4402 0.0018  0.28
H4 2.2209 0.8965 -1.9933  0.38
H5 0.0678 0.3388 1.8538  0.31